Molecular formula: C7H10N4OPS
Method: DFT, ωB97M-V/def2-TZVPD

Calculated total energy   -35544.570 eV
Charge   +1
Energy above the lowest of the compared OMol25 structures with the same formula, charge and spin   62.2 kcal per mole
E_HOMO   -12.913 eV
Max |F|   3.1 eV/Å

Each line ends with the Löwdin charge.
Element x y z (Å)
C  1.7701  -0.9801  -1.9194  -0.211
C  0.8635  -0.8612  -0.8204  -0.149
C  0.8944  0.2660  -0.1384  -0.519
C  -0.2009  -2.0234  -0.7147  -0.413
C  0.5564  1.2275  2.0711  -0.215
C  1.7621  2.0808  1.5637  -0.462
C  -2.2713  0.9033  -1.1900  -0.142
N  2.3921  -1.2014  -2.8459  0.220
N  -1.4495  -1.8480  -0.6114  0.109
N  -0.0583  0.6883  0.8710  -0.223
N  0.4224  -3.2146  -0.6034  0.164
O  -2.2367  2.1761  1.2861  -0.223
P  -1.4737  1.4159  0.2943  0.948
S  2.1934  1.4817  -0.0385  1.019
H  1.1053  0.3755  2.6911  0.178
H  -0.1488  1.9251  2.6800  0.154
H  1.4290  3.1505  1.4873  0.095
H  2.6739  2.0322  2.2014  0.098
H  -1.6353  1.1452  -2.0492  0.077
H  -2.3782  -0.1971  -0.9822  0.034
H  -3.2823  1.5532  -1.1450  0.144
H  -2.0181  -2.6731  -0.4568  0.084
H  1.3224  -3.4216  -0.9507  0.099
H  -0.2319  -4.0007  -0.6800  0.133